Entry from the Open Molecules 2025 dataset: 9 unconnected molecules or ions with the total composition C32H56O18S in a non-equilibrium geometry (ωB97M-V with the def2-TZVPD basis set).

Each line ends with the Löwdin charge.
Positions of all 107 atoms, in Å:
C (1.54885, 0.52886, 4.44349)  -0.017
H (1.59142, 0.40187, 5.52523)  0.097
H (-3.27563, 4.29438, -4.96445)  0.108
O (1.48999, -6.39123, -1.70877)  0.084
C (-3.44495, 3.58961, -4.15037)  -0.187
O (6.61892, -1.60715, -0.42802)  0.179
H (1.74683, 3.86585, 4.59725)  0.084
C (1.11302, 1.88053, 3.99861)  -0.491
H (-0.66313, -2.13815, -3.99331)  0.057
O (-0.58384, 1.29571, -2.96298)  -0.343
H (-1.81587, -2.42297, 0.13674)  0.078
O (-3.32138, -3.77574, -4.44829)  0.053
O (5.79813, -2.56087, 1.46902)  0.083
H (3.88071, -3.39064, 0.04237)  0.115
H (-5.09708, 1.99053, 2.35165)  0.072
H (-1.59992, -5.05054, 3.31641)  0.086
H (-0.90549, -4.00684, 2.01388)  0.067
H (2.52557, -2.62487, -0.95063)  0.109
H (2.95535, -3.57765, -3.93737)  0.079
H (-2.12815, -1.92198, -6.26658)  0.072
H (-2.24889, -1.15979, 1.19956)  0.052
O (5.69462, -0.41373, 1.26059)  0.090
H (5.01390, -4.02511, -1.84799)  0.145
C (-3.71266, 2.11831, -4.65545)  -0.213
H (-2.18297, 7.29880, 0.18159)  0.152
C (2.31726, -5.46219, -1.56291)  -0.446
O (2.46634, -0.76928, 0.59350)  0.156
H (-0.56861, 1.80002, 0.26988)  0.134
H (-2.06421, 4.08841, 0.20864)  0.074
H (-2.10232, 1.53718, -5.99227)  0.096
C (6.07033, -1.54891, 0.62198)  -0.540
H (-4.35512, 3.89552, -3.63450)  0.106
C (-1.13501, -3.00426, 3.98854)  -0.499
C (0.55278, 6.28785, 0.11030)  -0.499
H (-4.29352, 3.14283, 1.45204)  0.056
C (3.94695, -3.97064, -2.06421)  -0.281
H (-4.46829, -1.01083, 1.16105)  0.063
H (-1.14369, 0.71352, 1.67066)  0.116
H (-1.58378, 4.34819, -3.07505)  0.092
H (0.78151, -0.15005, 4.07149)  0.076
C (-0.55081, 0.82822, 0.76323)  -0.069
H (3.92165, -2.32563, 2.24267)  0.140
C (-4.23048, 1.12522, 0.55101)  -0.417
O (-3.77597, 1.46353, -0.52949)  0.035
H (4.81211, -2.31602, 4.65633)  0.084
H (3.00682, 2.47748, 4.46576)  0.065
H (-1.43381, -0.17772, -1.09109)  0.127
H (-1.41417, -2.72239, -2.75171)  0.062
C (5.28197, -2.80494, 3.80293)  -0.022
C (-0.76404, -0.32551, -0.24394)  -0.278
O (0.04579, 2.89357, -4.81115)  -0.350
O (3.45856, -5.28027, -2.34605)  0.059
H (-0.71500, -1.94042, 1.40418)  0.063
O (-1.93018, -2.18709, 4.37954)  0.066
H (0.26763, -4.05298, 5.16593)  0.092
S (-0.99787, 2.18411, -4.00073)  0.736
C (5.29825, -0.65041, 2.54275)  -0.153
H (5.18005, -3.88293, 3.92800)  0.086
C (0.21050, -3.10880, 4.62431)  -0.029
O (-0.00917, 2.03917, 3.59193)  0.053
C (2.16357, 3.02431, 4.04385)  0.007
C (1.38938, -0.33790, 0.32452)  -0.517
O (-0.67901, 6.31765, -0.53885)  0.059
H (2.55319, 0.43837, 4.02972)  0.067
C (-1.39706, -1.55515, 0.64624)  0.011
H (4.44335, -0.02032, 2.78818)  0.126
O (1.64343, 6.40583, -0.42191)  0.140
H (-4.42711, 1.58954, -4.02452)  0.109
C (4.95544, -2.09072, 2.49607)  -0.344
C (-1.52372, -4.04165, 2.91092)  -0.021
O (0.49456, -0.73598, -0.65950)  0.069
C (-5.07808, -0.22669, 0.71229)  0.009
C (3.19268, -3.47344, -0.79898)  -0.068
O (0.39001, 6.37363, 1.42464)  0.086
C (-1.67205, 6.37366, 0.44838)  -0.298
H (-3.10309, 4.88266, 1.17576)  0.055
O (0.77668, 0.48161, 1.17356)  0.048
H (-5.94815, 0.02543, 1.31852)  0.070
H (-5.38882, -0.42276, -0.31391)  0.077
H (2.40588, 3.39479, 3.04779)  0.087
C (-2.27864, -3.25252, -4.78754)  -0.459
C (3.71192, -3.08569, -3.32608)  -0.004
O (2.17024, -4.46966, -0.61210)  0.036
C (-1.89912, -2.98736, -6.24186)  -0.017
H (3.21834, -2.12563, -3.17517)  0.077
H (-3.22782, 5.20194, -0.56654)  0.082
C (-2.41070, 1.39437, -4.95661)  -0.201
C (-0.92678, 6.60259, 1.75477)  -0.120
H (-2.51095, -3.77843, 2.53117)  0.076
H (-4.35566, 2.16567, -5.53431)  0.106
C (-1.11145, -3.09613, -3.72986)  -0.008
H (-2.31828, 0.34337, -4.68283)  0.081
H (6.31774, -2.66479, 4.11219)  0.084
C (-4.19608, 2.09825, 1.74775)  -0.013
C (-2.20021, 3.46309, -3.23229)  -0.192
H (-2.38859, -3.64476, -6.96043)  0.091
C (-2.53501, 5.06991, 0.26454)  -0.004
H (4.60525, -2.93585, -3.93238)  0.079
H (-1.36890, 6.07173, 2.59788)  0.136
H (0.63306, -2.30350, 5.22518)  0.070
H (-0.37951, -3.90325, -3.76018)  0.086
H (-3.37491, 1.96429, 2.45192)  0.084
H (6.00844, -0.50737, 3.35717)  0.138
H (-0.97557, 7.63955, 2.08707)  0.134
H (-0.81783, -2.87548, -6.32182)  0.076
H (-2.61502, 3.05767, -2.30943)  0.068
H (0.95538, -3.17512, 3.83130)  0.078

Forces on atoms 1 to 3 (eV/Å):
C -0.043 -0.031 -0.084
H 0.142 0.329 0.100
H 0.042 -0.211 -0.155

Calculated values
LUMO energy	0.010	Ha
net charge	0
E_HOMO	-9.485	eV
energy above the lowest of the compared OMol25 structures with the same formula, charge and spin	0.0	kcal/mol